1.
A 7-piece molecular cluster, C14H47N5O5 overall at a distorted geometry, computed with wB97M-V/def2-TZVPD.

```
71
Properties=species:S:1:pos:R:3:forces:R:3
N 0.711849 0.042389 -1.393977 0.1 -0.2 0.6
H 1.642363 -0.341281 -1.079863 0.2 -0.5 0.3
H 0.805502 1.046787 -1.552418 -0.4 -0.2 -0.4
H 0.043579 -0.174875 -0.649569 0.1 0.2 0.1
H 0.354603 -0.592499 -2.166081 0.0 0.1 -0.7
N 2.370819 -2.700127 -2.759807 1.3 0.3 0.5
H 3.017673 -2.341406 -3.456236 -0.2 0.1 -0.1
H 2.699652 -2.293650 -1.825251 0.3 0.5 0.6
H 2.525437 -3.700424 -2.726768 -0.7 -0.1 -0.1
H 1.388267 -2.286326 -2.914146 -1.1 -0.6 -1.0
C -0.802768 -1.368409 -4.266852 0.3 0.1 0.4
O -0.067333 -1.859091 -3.196232 0.5 0.1 0.7
H -1.511483 -0.585870 -3.934841 0.1 0.1 -0.1
H -0.133393 -0.927550 -5.023267 -0.3 0.0 -0.3
H -1.434828 -2.133744 -4.741750 0.2 -0.1 -0.1
C 3.900246 -0.732222 0.126804 -0.2 0.9 0.1
O 2.864243 -1.376194 -0.510541 -0.2 -0.3 -0.7
H 4.654157 -1.386765 0.589713 -0.1 -0.1 0.1
H 4.475197 -0.014773 -0.502063 0.0 -0.3 -0.2
H 3.496904 -0.051531 0.907815 0.2 -0.3 0.3
C -1.643100 4.319580 -3.015874 0.2 -0.2 1.1
C -0.678429 3.184090 -2.600717 -1.3 0.7 0.3
C 0.659259 3.782629 -2.286595 1.7 -0.4 -0.8
O 1.632900 2.742898 -2.124448 -0.4 -0.4 0.3
C 2.839798 3.188317 -1.545027 -0.2 0.4 -0.2
N -1.221113 2.462998 -1.446858 0.6 -0.4 -0.3
H -2.639007 3.916682 -3.197617 0.1 0.0 -0.6
H -1.249269 4.944319 -3.814280 -0.3 0.0 -0.2
H -1.799986 4.918881 -2.110742 0.2 0.3 -0.2
H -0.599776 2.496407 -3.445598 0.3 -0.1 0.1
H 0.753268 4.440810 -1.413708 -0.7 0.0 0.1
H 0.993190 4.361841 -3.160163 -0.2 0.2 0.1
H 3.482803 2.342167 -1.314085 -0.2 -0.2 -0.1
H 2.614581 3.731391 -0.620025 0.2 0.1 0.0
H 3.362620 3.850683 -2.244280 0.1 0.1 0.1
H -2.171651 2.171608 -1.627998 0.0 0.0 0.2
H -1.172622 3.015710 -0.600325 -0.2 0.1 0.0
C -3.125171 -2.203979 -0.008074 -0.4 0.4 -0.3
C -1.885595 -2.537593 0.790931 -0.3 0.8 0.2
C -1.888812 -4.000542 1.255764 0.2 0.3 -0.8
O -2.993588 -4.350193 2.048038 -0.5 -0.2 0.1
C -3.023589 -3.676815 3.288473 1.3 0.8 0.0
N -0.707233 -2.110533 0.012036 0.5 -1.5 0.6
H -3.140582 -2.804029 -0.921937 -0.1 0.0 0.0
H -3.127725 -1.151532 -0.301936 0.3 0.0 -0.1
H -4.070650 -2.327284 0.521358 0.2 -0.4 0.2
H -1.855222 -1.894074 1.671206 -0.2 0.0 0.0
H -0.923275 -4.240315 1.728051 -0.1 0.0 0.2
H -1.968952 -4.595156 0.339854 0.0 -0.2 0.1
H -3.924484 -3.836147 3.870621 -0.2 -0.5 -0.3
H -2.901701 -2.601483 3.131257 -0.3 0.0 0.2
H -2.131012 -3.940962 3.872450 -0.2 -0.2 0.2
H 0.098089 -2.438615 0.556757 0.2 0.5 -0.1
H -0.611284 -2.718711 -0.807947 -0.3 0.5 -0.3
C -0.354146 0.698516 5.126927 0.4 0.6 0.5
C -0.559335 0.148411 3.733404 0.2 -0.2 0.1
C 0.438165 0.779104 2.768604 0.2 -0.5 -1.1
O 0.034754 2.085112 2.428210 0.1 0.0 0.4
C 1.064753 2.867711 1.874265 -0.3 -0.1 -0.4
N -0.403179 -1.322079 3.738507 0.1 0.8 0.3
H 0.692184 0.580811 5.435754 0.0 -0.2 -0.1
H -0.965527 0.273086 5.922068 -0.2 -0.2 -0.3
H -0.508383 1.780080 5.150544 -0.2 0.0 -0.2
H -1.560770 0.399125 3.374145 0.0 0.0 0.0
H 0.506533 0.127551 1.874660 -0.4 0.3 -0.2
H 1.494494 0.751534 3.083227 -0.2 0.2 0.7
H 1.990973 2.799743 2.453419 0.0 0.1 0.1
H 0.688690 3.889785 1.852446 0.2 0.1 0.0
H 1.283948 2.552673 0.844666 0.0 0.0 0.0
H 0.507375 -1.469003 4.167906 0.0 -0.5 -0.1
H -0.333916 -1.607634 2.768040 0.2 -0.3 0.1
```
Forces are in eV/Å.

Calculated values
**Multiplicity**: 1
**E_tot**: -1211.449276 hartree
**Kohn-Sham gap**: 8.5 eV
**LUMO energy**: 0.0241 Eh
**Max |F|**: 1.93 eV/A
**HOMO level**: -7.8 eV

Löwdin population analysis, charges in e, atoms 1 to 6: atom 1 (N): 0.2310, atom 2 (H): 0.0584, atom 3 (H): 0.0600, atom 4 (H): 0.0708, atom 5 (H): 0.0609, atom 6 (N): 0.2123

2.
A 11-piece molecular cluster, C14H50N4O11 overall at a distorted geometry, computed with wB97M-V/def2-TZVPD.

```
79
Properties=species:S:1:pos:R:3:forces:R:3
C -0.742042 -2.548758 -1.284122 -1.3 0.6 -0.3
C -0.951715 -1.555462 -2.457538 0.0 -0.6 1.4
O -0.768496 -0.219536 -2.000331 0.6 -0.4 -0.8
H -0.941505 -3.576074 -1.538260 0.3 -0.5 -0.6
H -1.521717 -2.384975 -0.519774 0.4 0.4 -0.2
H 0.231127 -2.441734 -0.830274 0.2 -0.1 -0.1
H -1.874680 -1.656098 -2.965864 -1.9 -0.1 0.3
H -0.397089 -1.761816 -3.334502 1.9 0.2 -0.5
H -1.475057 -0.023519 -1.392093 -0.5 0.1 0.5
C -4.332289 1.087085 3.166273 -0.3 0.6 0.2
C -3.205059 2.003035 3.650089 0.3 -1.8 0.3
O -2.296588 2.138464 2.564331 -0.6 2.4 1.0
H -4.797247 1.601053 2.350030 -0.3 0.3 -0.8
H -5.156930 0.954073 3.883624 0.6 -0.4 0.1
H -3.912478 0.166207 2.728012 -0.3 0.2 0.6
H -2.723687 1.500363 4.517714 0.1 0.2 -0.3
H -3.540649 2.959486 4.047477 0.0 0.2 -0.6
H -2.005154 1.280715 2.304424 0.7 -1.4 -0.3
C -3.871268 1.001290 -1.868633 -0.8 -1.1 0.1
C -3.211063 1.101490 -0.471584 -3.5 0.3 -0.6
O -3.130369 -0.207869 0.011771 0.5 -0.3 -0.1
H -4.031065 2.040095 -2.142648 -0.2 0.0 -0.7
H -4.919691 0.413832 -1.872463 2.5 1.4 0.3
H -3.185809 0.486901 -2.588404 -0.7 0.5 0.4
H -3.976612 1.706047 0.123222 1.2 -0.6 -0.2
H -2.297287 1.674732 -0.523016 0.6 -0.1 0.1
H -2.440958 -0.253167 0.698035 0.2 0.0 0.4
C 1.403426 0.684962 -4.476748 -5.1 -4.6 -6.5
O 0.407734 -0.020355 -5.124904 4.8 3.4 2.6
N 1.417146 0.798904 -3.224854 0.2 0.8 5.9
N 2.458899 1.165595 -5.112103 2.0 0.6 -3.0
H 0.538701 0.581600 -2.708585 0.2 0.3 -0.1
H 2.183997 1.361531 -2.804569 -1.3 -0.3 -0.3
H 2.543299 0.901527 -6.090217 -0.3 0.2 0.4
H 3.235865 1.744814 -4.792175 -0.9 -0.4 0.4
C -0.099839 -0.837974 1.465315 -5.4 1.9 2.3
O -1.281175 -0.222067 1.856841 5.0 -2.8 -1.2
N 0.671600 -0.295438 0.577858 2.9 0.3 -2.9
N 0.315407 -1.980208 1.979620 -1.3 -0.7 1.1
H 0.588132 0.642318 0.184374 -1.1 0.0 0.1
H 1.325714 -0.882899 -0.001827 -1.0 0.5 1.1
H -0.371460 -2.528828 2.508728 0.5 0.0 -0.2
H 1.228816 -2.349965 1.784496 0.2 -0.1 -0.4
C 3.725081 1.826894 -0.842421 1.2 1.0 0.0
O 2.804917 2.604993 -1.685657 2.3 0.4 0.0
H 4.775497 2.024071 -1.153874 -0.7 -0.5 -0.2
H 3.528042 0.747365 -0.827805 -0.3 0.4 -0.4
H 3.717546 2.216872 0.167635 -0.5 -0.1 0.4
H 3.357426 3.354955 -2.039154 -1.2 -1.0 0.6
C 0.201575 3.138784 0.448728 -0.4 1.6 -2.4
O 0.367543 2.201960 -0.614071 -1.4 -1.3 0.8
H 0.937822 3.106709 1.187247 1.5 -0.1 1.0
H -0.738886 3.089209 0.938050 -1.0 -0.9 0.2
H 0.165380 4.102974 -0.077616 0.4 0.3 0.6
H 1.258102 2.162861 -0.942019 0.6 0.9 -0.1
C 2.824812 -2.388043 -2.398634 -0.4 -2.4 -0.1
O 2.252526 -1.365975 -1.657505 0.4 1.7 0.6
H 1.972322 -3.009679 -2.676958 0.3 -0.4 -0.8
H 3.480519 -3.071966 -1.817558 -0.3 0.7 0.1
H 3.400870 -2.050239 -3.231747 0.2 0.3 -0.7
H 1.982149 -0.665773 -2.292441 -0.1 -0.2 0.3
C 1.464088 1.339089 3.514905 0.7 0.8 0.7
O 2.237854 0.967284 2.386291 0.8 0.5 0.8
H 0.727369 2.082127 3.274400 -0.7 0.2 -0.3
H 2.088295 1.836623 4.279624 0.3 -0.2 -0.6
H 1.010702 0.535948 4.070843 -0.4 -0.7 -0.2
H 1.723679 0.445987 1.760386 -0.2 0.0 0.2
C -2.876904 -2.858336 2.184471 -0.4 -0.9 -0.3
O -1.859751 -3.734490 2.767176 -0.5 1.3 0.1
H -3.833361 -3.412889 2.077392 0.4 0.3 0.3
H -2.605933 -2.556694 1.145581 0.0 0.1 1.0
H -3.018969 -2.009509 2.879248 0.3 -0.4 -0.7
H -1.956402 -4.612729 2.419088 -0.1 -0.5 -0.3
C 3.843359 -1.608836 1.408093 -2.5 0.9 0.3
O 3.106835 -2.503176 0.621212 -0.4 -1.6 -0.5
H 3.326315 -1.579905 2.395585 1.2 -0.1 -0.3
H 3.571198 -0.672204 0.940998 0.9 1.0 0.5
H 4.880115 -1.818755 1.374839 1.1 -0.1 0.4
H 3.067382 -2.114879 -0.261077 -0.1 -0.2 0.3
```
Forces are in eV/Å.

Calculated values
**Multiplicity**: 1
**E_tot**: -1609.930178 hartree
**Relative energy (zero: lowest compared OMol25 entry of this formula, charge and spin)**: 216.0 kJ/mol
**Kohn-Sham gap**: 8.9 eV
**LUMO energy**: -0.0087 Eh
**Max |F|**: 9.45 eV/A
**HOMO level**: -9.1 eV

Löwdin population analysis, charges in e, atoms 1 to 6: atom 1 (C): -0.0417, atom 2 (C): -0.2415, atom 3 (O): -0.1048, atom 4 (H): 0.0735, atom 5 (H): 0.0532, atom 6 (H): 0.0401